No. 1
Entry from the OMol25 dataset: C6H5N in the gas phase (wB97M-V/def2-TZVPD).

Each line ends with the natural charge from an NBO analysis.
Positions of all 12 atoms, in Å:
1 C 2.160 1.597 -0.271  -0.21
2 C 1.573 0.586 -0.555  -0.05
3 C 0.825 -0.603 -0.883  -0.16
4 N 0.603 -1.661 0.150  -0.53
5 C -0.415 -0.748 -0.150  0.04
6 C -1.253 0.005 0.511  0.02
7 C -2.507 0.257 0.730  -0.51
8 H 2.697 2.484 -0.024  0.24
9 H 0.941 -1.000 -1.886  0.24
10 H 1.009 -1.403 1.046  0.37
11 H -2.696 -0.561 -0.005  0.30
12 H -2.955 1.014 1.393  0.25

## Properties
Total charge: 0
HOMO energy (eV): -8.57
SMILES string: C#C[C@H]1NC1=C=C
Energy above the lowest of the compared OMol25 structures with the same formula, charge and spin (kJ/mol): 532.75



No. 2
Entry from the OMol25 dataset: 2 unconnected molecules or ions with the total composition C5H8O4 (wB97M-V/def2-TZVPD).

Each line ends with the natural charge from an NBO analysis.
Positions of all 17 atoms, in Å:
1 C 0.610 -0.386 1.257  -0.52
2 C 1.235 -1.380 2.323  -0.65
3 C 0.174 0.909 2.049  0.76
4 O -0.155 0.729 3.261  -0.84
5 O 0.232 1.993 1.452  -0.75
6 H 1.434 -0.306 0.571  0.18
7 H -0.219 -0.858 0.743  0.24
8 H 0.815 -1.033 3.266  0.25
9 H 2.302 -1.127 2.408  0.16
10 H 1.176 -2.449 2.101  0.16
11 C -1.285 0.457 -3.518  -0.86
12 C -0.838 0.685 -1.855  0.84
13 O -1.428 -0.078 -1.092  -0.77
14 O -0.062 1.637 -1.812  -0.75
15 H -0.451 -0.199 -3.755  0.19
16 H -1.292 1.451 -3.937  0.19
17 H -2.248 -0.045 -3.462  0.18

## Properties
Total charge: -2
HOMO energy (eV): -0.19
Energy above the lowest of the compared OMol25 structures with the same formula, charge and spin (kJ/mol): 203.69



No. 3
Entry from the OMol25 dataset: a molecular structure, C6H12ClN (wB97M-V/def2-TZVPD).

Each line ends with the natural charge from an NBO analysis.
Positions of all 20 atoms, in Å:
1 C -0.107 -1.005 -2.023  -0.64
2 C -0.464 0.045 -0.799  -0.21
3 C -1.507 -0.364 0.192  -0.07
4 C -0.217 -0.607 1.224  -0.43
5 C 0.692 0.219 0.168  -0.07
6 C 1.873 -0.542 -0.004  -0.60
7 H 0.864 -0.886 -2.484  0.23
8 H -0.896 -0.642 -2.823  0.21
9 H -0.318 -1.992 -1.579  0.22
10 H -0.572 1.003 -1.471  0.22
11 H -1.866 0.585 0.616  0.17
12 H -3.551 -0.984 0.754  0.37
13 H -2.738 -1.099 -1.153  0.38
14 H -0.030 -1.759 1.166  0.20
15 H -0.154 -0.542 2.388  0.23
16 H 2.504 -0.495 0.782  0.22
17 H 2.517 -0.171 -0.927  0.20
18 H 1.531 -1.612 -0.473  0.22
19 N -2.497 -1.242 -0.022  -0.82
20 Cl 1.093 1.812 0.753  -0.03

## Properties
Total charge: 0
HOMO energy (eV): -8.71
Energy above the lowest of the compared OMol25 structures with the same formula, charge and spin (kJ/mol): 497.51



No. 4
Entry from the OMol25 dataset: a molecular structure, C17H34IrOP2 (wB97M-V/def2-TZVPD).

Each line ends with the natural charge from an NBO analysis.
Positions of all 55 atoms, in Å:
1 P 0.381 1.851 -2.059  0.98
2 P 0.998 0.474 2.528  1.30
3 C -0.385 0.477 0.042  -0.71
4 C -0.634 0.740 1.502  -0.72
5 H -0.175 -0.574 -0.270  0.31
6 H -1.230 0.878 -0.580  0.24
7 H -0.962 1.806 1.601  0.26
8 H -1.393 0.035 1.858  0.30
9 C 1.718 -1.203 2.781  -0.98
10 H 2.368 -1.271 3.670  0.30
11 H 2.339 -1.470 1.913  0.28
12 H 0.971 -1.987 2.917  0.29
13 C 0.338 1.144 4.127  -0.99
14 H -0.147 0.369 4.745  0.29
15 H -0.428 1.912 3.909  0.27
16 H 1.130 1.600 4.750  0.27
17 C 0.695 0.749 -3.462  -0.98
18 H 1.029 1.389 -4.293  0.28
19 H -0.229 0.209 -3.719  0.28
20 H 1.488 0.028 -3.181  0.26
21 C -1.041 3.011 -2.221  -0.94
22 H -1.172 3.641 -1.325  0.27
23 H -1.956 2.423 -2.391  0.26
24 H -0.818 3.633 -3.102  0.29
25 Ir 1.517 0.966 -0.337  0.76
26 C -1.793 -2.200 0.895  -0.19
27 C -0.545 -2.664 0.636  -0.18
28 C -0.113 -3.599 -0.442  -0.46
29 C -0.637 -3.261 -1.868  -0.45
30 C -0.776 -1.784 -2.160  -0.21
31 C -1.856 -1.022 -1.893  -0.16
32 C -3.134 -1.424 -1.207  -0.46
33 C -3.010 -2.391 -0.004  -0.46
34 C 2.519 2.703 -1.131  -0.91
35 H -2.082 -1.907 1.934  0.21
36 H 0.192 -2.587 1.437  0.18
37 H -0.432 -4.635 -0.229  0.26
38 H 0.990 -3.596 -0.447  0.21
39 H 0.120 -3.637 -2.584  0.24
40 H -1.577 -3.802 -2.072  0.23
41 H 0.083 -1.389 -2.727  0.19
42 H -1.926 0.000 -2.285  0.17
43 H -3.836 -1.871 -1.933  0.26
44 H -3.611 -0.490 -0.860  0.21
45 H -3.873 -2.193 0.658  0.23
46 H -3.102 -3.433 -0.361  0.23
47 H 2.238 3.637 -0.629  0.23
48 H 2.384 2.800 -2.220  0.23
49 H 3.571 2.464 -0.942  0.25
50 C 2.348 2.904 1.997  -0.74
51 C 2.781 1.643 1.255  0.28
52 O 3.936 1.209 1.267  -0.36
53 H 1.302 3.174 1.751  0.23
54 H 2.982 3.757 1.653  0.30
55 H 2.452 2.767 3.106  0.27

## Properties
2S+1: 6
Total charge: +2
HOMO energy (alpha / beta) (eV): -13.32 / -14.64



no.,E_tot (Eh),largest force on an atom (eV/Å)
1,-286.14026,3.3
2,-496.24826,3.2
3,-750.58344,8.1
4,-1529.44234,3.4